(1)
Formula: C4H5N2
Source: OMol25
Level of theory: ωB97M-V with the def2-TZVPD basis set

Properties
E	-264.5207	a.u.
highest occupied orbital energy	-14.097	eV
gap between HOMO and LUMO	8.80	eV
maximum force	0.057	hartree/bohr
SMILES string	C=[NH+]/C=C1C=N\1

```
! RIJCOSX wB97M-V def2-TZVPD def2/J DEFGRID3
* xyz 1 1
C -0.3321 -0.9691 0.6425
N 0.7571 -0.6344 0.1052
C 0.9615 0.4958 -0.6406
C 0.1978 1.5286 -0.8946
C -0.8996 2.3707 -0.9824
N 0.1414 2.6952 -1.6648
H -1.0415 -0.1460 0.6598
H -0.4667 -1.9280 1.2476
H 1.4879 -1.3477 0.2934
H 1.9639 0.5344 -0.8162
H -1.9759 2.4942 -0.7893
*
```

=====

(2)
Formula: C4H5N2O2
Source: OMol25
Level of theory: ωB97M-V with the def2-TZVPD basis set

Properties
E	-415.2912	a.u.
highest occupied orbital energy	-1.983	eV
gap between HOMO and LUMO	5.44	eV
maximum force	0.113	hartree/bohr

```
! RIJCOSX wB97M-V def2-TZVPD def2/J DEFGRID3
* xyz -1 1
C -2.3860 -0.1012 -0.4751
C -1.1767 0.2432 -0.3072
C 0.5512 2.3778 -1.9467
C 0.0124 -0.7777 -0.1347
N -0.7141 1.5636 0.0158
N 0.5202 2.0139 -0.5858
O -3.5999 -0.2716 -0.5356
O 1.6737 2.8733 -2.2735
H -0.1394 -1.5118 0.5698
H 0.9762 -0.2243 -0.0439
H 0.0468 -1.3348 -1.0968
H -1.4663 2.3451 0.0866
H 1.2925 1.7414 0.0456
*
```

=====

(3)
Formula: C4H5N2O2
Source: OMol25
Level of theory: ωB97M-V with the def2-TZVPD basis set

Properties
E	-415.1005	a.u.
highest occupied orbital energy	-15.905	eV
gap between HOMO and LUMO	9.23	eV
maximum force	0.055	hartree/bohr
SMILES string	COC1=NC=[NH+]C1=O

```
! RIJCOSX wB97M-V def2-TZVPD def2/J DEFGRID3
* xyz 1 1
C -2.1458 1.0088 0.1161
O -1.3066 -0.0054 0.6294
C -0.0780 -0.0334 0.3249
N 0.4968 0.7636 -0.5369
C 1.6530 0.1173 -0.8238
N 1.9419 -0.9524 -0.0923
C 0.7790 -1.2655 0.6821
O 0.4328 -2.2097 1.2510
H -3.2458 0.6892 0.0634
H -1.6647 1.2456 -0.8129
H -2.0516 1.8590 0.7975
H 2.3790 0.3535 -1.6438
H 2.8102 -1.5707 0.0452
*
```

=====

(4)
Formula: C4H5N2O3
Source: OMol25
Level of theory: ωB97M-V with the def2-TZVPD basis set

Properties
E	-490.6296	a.u.
highest occupied orbital energy (alpha / beta)	-2.295 / -2.294	eV
gap between HOMO and LUMO (alpha / beta)	6.25 / 6.25	eV
maximum force	0.027	hartree/bohr
SMILES string	CN([O-])CC(=O)N=C=O

```
! RIJCOSX wB97M-V def2-TZVPD def2/J DEFGRID3
* xyz -1 1
C -0.7451 -1.2927 -0.8678
N -0.0112 -1.0411 0.3718
O -0.8296 -0.6195 1.3605
C 1.1855 -0.1862 0.2014
C 0.7194 1.0358 -0.5200
O 0.8942 1.2407 -1.7203
N -0.1003 1.8362 0.2381
C -0.6372 1.7551 1.3255
O -1.1370 2.1247 2.3173
H -1.4254 -2.1229 -0.6620
H -1.3464 -0.4429 -1.2090
H -0.0449 -1.5741 -1.6557
H 1.9204 -0.7454 -0.3862
H 1.5577 0.0323 1.2063
*
```

=====

(5)
Formula: C4H5N2O3S
Source: OMol25
Level of theory: ωB97M-V with the def2-TZVPD basis set

Properties
E	-888.3535	a.u.
highest occupied orbital energy	-15.045	eV
gap between HOMO and LUMO	8.50	eV
maximum force	0.074	hartree/bohr

```
! RIJCOSX wB97M-V def2-TZVPD def2/J DEFGRID3
* xyz 1 1
C 1.7159 0.0667 0.8510
C -0.0108 -0.8387 -1.1711
C -1.0839 1.1236 -0.0013
C 0.1425 0.6113 -0.9476
N 1.0486 -1.0177 1.0362
N 1.3478 0.9473 -0.0935
O -1.8493 0.3451 0.4807
O -1.6200 -2.3734 0.4506
O -2.5718 -1.1891 -1.5248
S -1.5516 -1.3182 -0.4987
H 2.3233 0.5219 1.6809
H -1.0711 2.1245 0.3747
H 0.0335 1.0313 -1.9217
H 1.2069 -1.5347 1.9155
H 1.9399 1.5002 -0.6311
*
```

=====

(6)
Formula: C4H5N2P
Source: OMol25
Level of theory: ωB97M-V with the def2-TZVPD basis set

Properties
E	-606.1936	a.u.
highest occupied orbital energy	-9.037	eV
gap between HOMO and LUMO	9.23	eV
maximum force	0.027	hartree/bohr
SMILES string	C=PN1C[C@H]1C#N

```
! RIJCOSX wB97M-V def2-TZVPD def2/J DEFGRID3
* xyz 0 1
C -1.6071 -1.5544 0.8024
P -1.5386 -0.1963 -0.1610
N -0.0407 0.5359 0.1484
C 0.6269 1.5979 -0.5317
C 1.3893 0.4008 -0.0888
C 2.1743 0.4234 1.1018
N 2.7489 0.3878 2.0904
H -2.5170 -2.1236 0.7940
H -0.7709 -1.9505 1.3511
H 0.7224 2.5224 0.0247
H 0.4695 1.7301 -1.5974
H 1.7344 -0.3114 -0.8359
*
```

=====

(7)
Formula: C4H5N2P
Source: OMol25
Level of theory: ωB97M-V with the def2-TZVPD basis set

Properties
E	-606.1437	a.u.
highest occupied orbital energy (alpha / beta)	-10.414 / -10.413	eV
gap between HOMO and LUMO (alpha / beta)	8.63 / 8.63	eV
maximum force	0.085	hartree/bohr

```
! RIJCOSX wB97M-V def2-TZVPD def2/J DEFGRID3
* xyz 0 1
C -1.8588 -1.1559 -0.3627
C 0.8622 -0.3136 -0.1727
C 0.6870 0.5827 1.0875
C -0.2786 0.1241 -1.0834
N -2.4106 -1.7107 0.4697
N -0.8155 1.3649 -0.8586
P -0.3503 2.0333 0.4973
H 1.7090 -0.1539 -0.9205
H 0.6808 -1.4164 0.1606
H 0.1190 0.0006 1.7544
H 1.7907 0.7293 1.6009
H -0.1348 -0.0846 -2.1725
*
```

=====

(8)
Formula: C4H5N3
Source: OMol25
Level of theory: ωB97M-V with the def2-TZVPD basis set

Properties
E	-319.6404	a.u.
highest occupied orbital energy	-8.874	eV
gap between HOMO and LUMO	8.82	eV
maximum force	0.061	hartree/bohr
SMILES string	[H]/N=C1\C=C(N)C=N1

```
! RIJCOSX wB97M-V def2-TZVPD def2/J DEFGRID3
* xyz 0 1
H -0.8963 2.5887 -0.9371
N -0.8125 1.7549 -1.5152
C -0.3916 0.8373 -0.7955
C -0.2997 0.7542 0.7122
C 0.2770 -0.4613 0.8938
N 0.7233 -1.2749 1.9043
C 0.4339 -1.0614 -0.4345
N -0.0373 -0.3841 -1.3688
H -0.5345 1.5244 1.4787
H 0.6321 -2.2424 1.7512
H 0.6211 -0.9129 2.8678
H 0.9456 -2.0416 -0.5581
*
```

=====

(9)
Formula: C4H5N3
Source: OMol25
Level of theory: ωB97M-V with the def2-TZVPD basis set

Properties
E	-319.4092	a.u.
highest occupied orbital energy	-8.051	eV
gap between HOMO and LUMO	8.15	eV
maximum force	0.012	hartree/bohr

```
! RIJCOSX wB97M-V def2-TZVPD def2/J DEFGRID3
* xyz 0 1
N -1.5554 0.1626 -0.2707
C -0.3509 -0.0017 0.4579
C 0.2137 1.4035 0.5830
N 1.0794 1.4224 -0.3712
C 1.1692 -0.0953 -0.3686
N 0.6921 -1.3508 -0.9363
C 0.1669 -1.3995 0.2944
H -1.5240 0.8194 -1.0447
H -1.9517 -0.7170 -0.5816
H -0.1810 2.2848 1.0933
H 2.1026 -0.2595 0.1794
H 0.1390 -2.2690 0.9651
*
```

=====

(10)
Formula: C4H5N3
Source: OMol25
Level of theory: ωB97M-V with the def2-TZVPD basis set

Properties
E	-319.4664	a.u.
highest occupied orbital energy	-9.647	eV
gap between HOMO and LUMO	8.54	eV
maximum force	0.024	hartree/bohr

```
! RIJCOSX wB97M-V def2-TZVPD def2/J DEFGRID3
* xyz 0 1
C 0.9944 -1.2459 0.8607
N -0.2179 -0.3897 -0.5942
C -0.4568 0.8337 -0.8138
C -1.2039 1.2885 -1.9634
N -1.8122 1.6566 -2.8763
C 0.0518 1.4155 1.9991
N -0.1302 0.2460 1.9905
H 1.6038 -1.3661 -0.0302
H 0.2998 -2.0488 1.0677
H 1.5592 -0.9027 1.7126
H -0.5688 -1.0553 -1.2847
H -0.1192 1.5683 -0.0679
*
```

=====

(11)
Formula: C4H5N3
Source: OMol25
Level of theory: ωB97M-V with the def2-TZVPD basis set

Properties
E	-319.5902	a.u.
highest occupied orbital energy	-9.619	eV
gap between HOMO and LUMO	10.16	eV
maximum force	0.030	hartree/bohr
SMILES string	N#CC=C=N.C=N

```
! RIJCOSX wB97M-V def2-TZVPD def2/J DEFGRID3
* xyz 0 1
N -0.4487 2.9900 -0.9145
C -0.8855 2.0571 -0.3742
C -1.4062 0.8892 0.2767
C -1.6198 -0.2316 -0.3990
N -1.8279 -1.2982 -0.9461
H -1.1613 0.7460 1.3296
H -0.9817 -1.8187 -1.0727
C 1.7724 -1.0428 0.4611
N 1.2290 0.0271 0.8596
H 2.3731 -1.1634 -0.4531
H 1.5026 -1.9521 1.0034
H 1.4541 0.7973 0.2291
*
```

=====

(12)
Formula: C4H5N3
Source: OMol25
Level of theory: ωB97M-V with the def2-TZVPD basis set

Properties
E	-319.6730	a.u.
highest occupied orbital energy	-8.873	eV
gap between HOMO and LUMO	9.72	eV
maximum force	0.024	hartree/bohr
SMILES string	Nc1cncnc1

```
! RIJCOSX wB97M-V def2-TZVPD def2/J DEFGRID3
* xyz 0 1
N 0.4258 -1.9782 0.3521
C 0.2554 -0.6083 -0.0071
C -0.2016 0.1571 1.0590
N -0.6554 1.4057 0.9576
C -0.5709 1.9783 -0.2257
N 0.0754 1.4300 -1.2680
C 0.5040 0.1745 -1.1853
H -0.3180 -2.2937 0.9784
H 0.6139 -2.7197 -0.3134
H -0.1338 -0.3358 2.0490
H -1.0526 2.9844 -0.3185
H 1.0578 -0.1943 -2.0781
*
```